[1]
A gas-phase ion, C4H8NO (charge +1) in a non-equilibrium geometry. Source: the Open Molecules 2025 dataset; level of theory: ωB97M-V/def2-TZVPD.

Computed properties:
Frontier orbital gap: 8.2779 eV
Charge: +1
Electronic energy: -7802.0539 eV
Energy above the lowest of the compared OMol25 structures with the same formula, charge and spin: 139.5 kcal/mol

Structure (XYZ):
```
14
Properties=species:S:1:pos:R:3:forces:R:3:lowdin_charge:R:1
O 0.99472 1.39115 0.89492 0.6 -0.6 0.2 0.013
N -0.34159 0.91608 -0.87142 1.3 -1.7 -3.9 0.006
C 1.22045 -0.02517 0.90085 1.4 -2.5 0.4 -0.177
C -0.20961 0.89070 0.59781 -1.4 1.4 1.0 -0.086
C 0.76320 -0.78950 1.96075 1.4 2.6 -2.6 0.243
C -1.15717 -0.25798 -1.29784 0.7 -0.8 -2.0 -0.011
H 0.51703 1.07246 -1.55067 -1.2 -0.9 1.8 0.241
H 0.18062 -0.53213 2.76753 -1.4 1.7 1.4 0.090
H -0.89258 1.62819 -1.24391 -1.5 2.6 0.5 0.144
H 1.02330 -1.75872 2.08668 1.0 -3.2 -0.6 0.071
H -0.50396 -1.04641 -1.35886 1.9 -2.0 0.1 0.065
H -1.59475 -0.34863 -2.29707 0.1 1.5 0.0 0.125
H -1.86356 -0.61710 -0.63963 -1.6 0.4 2.0 0.084
H 1.86390 -0.52292 0.05085 -1.4 1.4 1.8 0.193
```
Forces are in eV/Å.

---

[2]
2 unconnected molecules or ions with the total composition C4H8NO in a non-equilibrium geometry. Source: the Open Molecules 2025 dataset; level of theory: ωB97M-V/def2-TZVPD.

Computed properties:
Frontier orbital gap: 7.9473 eV
Charge: +1
Electronic energy: -7804.4539 eV
Energy above the lowest of the compared OMol25 structures with the same formula, charge and spin: 84.1 kcal/mol

Structure (XYZ):
```
14
Properties=species:S:1:pos:R:3:forces:R:3:lowdin_charge:R:1
O -2.32263 -0.90898 -0.22302 -1.4 -0.7 1.6 0.226
N 1.66233 -0.96404 0.80011 1.5 1.0 0.3 0.009
C -0.95270 0.65158 1.13991 0.0 0.6 1.2 -0.032
C 0.18701 1.38207 0.93099 -3.6 1.4 2.6 0.195
C -1.56414 -0.34127 -1.31664 3.2 -1.7 -0.4 0.084
C -1.44149 -0.05714 0.07925 0.9 -0.7 -1.9 -0.204
H 0.69721 1.25442 0.08109 1.8 -0.7 -3.2 0.045
H 1.63345 -1.96985 0.73201 -0.2 -0.3 0.3 0.025
H 2.69173 -0.74286 0.73802 -1.4 -0.2 0.1 0.065
H -2.11551 0.31761 -1.87258 -1.2 1.5 -1.6 0.109
H 0.45762 2.29291 1.47519 0.1 -0.9 0.7 0.124
H -0.82991 -1.04279 -1.80866 -1.0 0.9 0.6 0.169
H 1.35810 -0.65205 1.73950 0.5 -0.8 -0.6 0.031
H -1.65922 0.54580 1.97410 0.9 0.8 0.3 0.155
```
Forces are in eV/Å.

---

[3]
A gas-phase ion, C4H8NO (charge +1) in a non-equilibrium geometry. Source: the Open Molecules 2025 dataset; level of theory: ωB97M-V/def2-TZVPD.

Computed properties:
Frontier orbital gap: 10.2464 eV
SMILES string: C=CC(=O)[NH2+]C
Charge: +1
Electronic energy: -7806.4907 eV
Energy above the lowest of the compared OMol25 structures with the same formula, charge and spin: 37.2 kcal/mol

Structure (XYZ):
```
14
Properties=species:S:1:pos:R:3:forces:R:3:lowdin_charge:R:1
O 0.34950 0.49923 -1.69262 0.2 0.6 -2.2 0.231
N 0.22470 -1.18206 -0.07735 1.4 -0.5 1.3 0.076
C -1.11494 -1.73757 -0.28976 0.4 -1.0 -3.4 0.010
C 0.70793 2.54520 0.36748 -0.9 -3.4 2.8 0.195
C 0.50973 1.17563 0.60990 1.0 4.6 -4.1 -0.022
C 0.42144 0.31029 -0.55640 -0.5 -0.7 1.5 -0.385
H -1.60151 -2.16422 0.48508 -0.9 -0.7 3.5 0.063
H -1.06034 -2.67651 -0.93718 0.1 1.8 0.0 0.148
H 0.71904 3.17038 1.24312 0.1 0.1 0.4 0.083
H 0.48368 -1.05424 0.89727 -0.3 -0.8 0.4 0.148
H -1.72570 -0.94438 -0.66164 -0.5 0.1 -0.7 0.106
H 0.78220 3.11765 -0.50588 0.2 -0.1 -1.7 0.079
H 0.39084 0.80155 1.54925 -0.2 -0.8 2.5 0.075
H 0.91343 -1.86095 -0.43128 0.0 0.7 -0.3 0.193
```
Forces are in eV/Å.

---

[4]
A gas-phase ion, C4H8NO2 (charge -1) in a non-equilibrium geometry. Source: the Open Molecules 2025 dataset; level of theory: ωB97M-V/def2-TZVPD.

Computed properties:
Frontier orbital gap: 5.6523 eV
SMILES string: C[C@@H]1OCCN1[O-]
Charge: -1
Electronic energy: -9859.9201 eV
Energy above the lowest of the compared OMol25 structures with the same formula, charge and spin: 112.2 kcal/mol

Structure (XYZ):
```
15
Properties=species:S:1:pos:R:3:forces:R:3:lowdin_charge:R:1
O -2.05776 -0.88300 -0.36234 0.1 -0.3 -0.4 -0.415
O 0.64952 0.72282 -0.76453 1.0 0.9 -1.0 -0.135
N -0.87109 -0.62024 0.37162 -0.3 -0.3 -0.4 -0.273
C -0.98683 0.74111 0.84512 -0.2 1.1 -1.2 -0.195
C 0.31113 -0.62233 -0.52177 -1.6 0.7 1.4 -0.450
C -0.32119 1.62458 -0.28471 -0.1 1.5 0.0 -0.208
C 1.42331 -1.39289 0.04945 0.2 -1.3 -0.1 -0.057
H -1.07963 1.99267 -1.06311 0.9 -0.9 0.7 0.102
H 0.09281 -1.13430 -1.39325 -1.4 -0.6 -2.1 0.105
H -2.07657 0.92607 0.96851 1.0 0.0 0.3 0.109
H 0.97009 -2.33644 0.38341 0.2 0.4 0.5 0.087
H -0.35632 0.86014 1.69939 0.1 0.3 1.1 0.079
H 1.85296 -0.77637 0.79202 0.9 0.1 1.3 0.062
H 2.14489 -1.72435 -0.69144 0.4 0.5 -0.2 0.064
H 0.30468 2.62253 -0.02838 -1.5 -2.2 0.1 0.125
```
Forces are in eV/Å.

---

[5]
A gas-phase ion, C4H8NO2 (charge -1) in a non-equilibrium geometry. Source: the Open Molecules 2025 dataset; level of theory: ωB97M-V/def2-TZVPD.

Computed properties:
Frontier orbital gap: 7.8650 eV
SMILES string: CN(C)CC(=O)[O-]
Charge: -1
Electronic energy: -9863.0029 eV
Energy above the lowest of the compared OMol25 structures with the same formula, charge and spin: 41.1 kcal/mol

Structure (XYZ):
```
15
Properties=species:S:1:pos:R:3:forces:R:3:lowdin_charge:R:1
O 0.56602 2.56266 -0.44704 -0.8 -0.3 -0.3 -0.093
O 0.81090 2.48489 1.74858 -0.6 0.0 0.2 -0.106
N -0.55682 -0.36305 -0.18726 1.7 1.2 0.1 -0.269
C 0.27993 -0.10103 -1.35061 0.8 1.8 -0.7 -0.160
C -0.23180 0.59362 0.93866 -0.3 -0.2 -1.2 -0.108
C 0.38019 2.02310 0.66420 1.7 0.4 0.6 -0.720
C -0.49784 -1.76794 0.10646 -1.9 -0.7 0.6 -0.175
H 0.56439 1.01732 -1.41117 -1.5 -1.5 -0.2 0.072
H -1.22420 0.81277 1.32181 0.2 -0.1 1.0 0.100
H -0.99833 -2.06286 1.06187 0.5 0.7 -0.3 0.077
H -1.18076 -2.27299 -0.61267 0.8 0.0 -0.1 0.073
H 0.49166 -2.22976 0.08422 0.3 0.0 0.0 0.063
H -0.25875 -0.47257 -2.23463 0.5 0.1 -0.1 0.067
H 1.34288 -0.44599 -1.34482 -0.5 -1.0 0.3 0.073
H 0.51254 0.22182 1.66241 -0.7 -0.3 -0.1 0.106
```
Forces are in eV/Å.

---

[6]
A gas-phase ion, C4H8NO2 (charge -1) in a non-equilibrium geometry. Source: the Open Molecules 2025 dataset; level of theory: ωB97M-V/def2-TZVPD.

Computed properties:
Frontier orbital gap: 6.7210 eV
SMILES string: CC(=O)NCC[O-]
Charge: -1
Electronic energy: -9862.7027 eV
Energy above the lowest of the compared OMol25 structures with the same formula, charge and spin: 48.1 kcal/mol

Structure (XYZ):
```
15
Properties=species:S:1:pos:R:3:forces:R:3:lowdin_charge:R:1
O 0.06029 0.83834 2.68628 -0.5 0.2 0.8 -0.010
O -0.75280 0.01098 -2.14865 0.5 0.2 0.2 -0.369
N 0.64360 -0.50365 0.97777 -1.0 0.6 1.0 0.018
C -0.78262 1.44152 0.48726 -0.8 -0.1 0.3 -0.014
C 0.95249 -0.77170 -0.42407 -0.7 1.2 -0.7 -0.200
C -0.07352 0.57078 1.50758 1.8 0.0 -2.3 -0.534
C -0.29316 -1.00613 -1.41156 -0.4 0.5 0.8 -0.528
H -0.83384 2.49026 0.77722 0.0 -0.1 0.5 0.069
H 0.06597 -1.84220 -2.03186 -0.1 -0.6 -0.1 0.059
H -1.79984 1.04663 0.42614 -0.2 0.2 -0.1 0.086
H -1.05867 -1.38515 -0.66841 0.1 -0.4 -0.3 0.083
H -0.45093 1.39470 -0.55334 0.3 -0.5 0.1 0.047
H 1.30586 -0.73897 1.69569 0.3 -0.6 -0.1 0.109
H 1.46145 0.12601 -0.80434 0.3 -0.4 -0.3 0.101
H 1.55573 -1.67143 -0.51571 0.3 0.1 0.4 0.086
```
Forces are in eV/Å.

---

[7]
A gas-phase ion, C4H8NO2 (charge -1) in a non-equilibrium geometry. Source: the Open Molecules 2025 dataset; level of theory: ωB97M-V/def2-TZVPD.

Computed properties:
Frontier orbital gap: 6.9193 eV
SMILES string: CCC(=O)NC[O-]
Charge: -1
Electronic energy: -9862.3862 eV
Energy above the lowest of the compared OMol25 structures with the same formula, charge and spin: 55.4 kcal/mol

Structure (XYZ):
```
15
Properties=species:S:1:pos:R:3:forces:R:3:lowdin_charge:R:1
O 1.30280 1.09179 -0.18962 -0.6 0.8 -1.0 0.003
O -2.08715 1.88260 2.27894 -0.3 -0.1 0.0 -0.274
N -0.56110 0.38166 0.97355 -0.4 1.4 0.8 0.051
C 0.49421 -1.09826 -0.62258 -0.8 -0.5 -0.3 -0.196
C -0.85395 1.72382 2.00511 0.5 -0.2 -0.8 -0.499
C 0.34287 -1.13423 -2.14111 0.6 0.4 -1.0 -0.124
C 0.38524 0.30371 0.00829 1.1 -1.6 2.0 -0.560
H -0.29155 -1.76610 -0.27039 -0.2 0.3 0.4 0.087
H -0.33534 2.49068 1.39232 0.0 0.1 0.2 0.072
H 1.00473 -1.83736 -2.65837 -0.1 -0.3 0.3 0.056
H -0.19689 1.39537 2.84929 0.2 0.1 0.0 0.071
H -0.50001 -0.32985 1.68859 -0.5 -0.8 -0.8 0.086
H 0.58081 -0.18792 -2.63837 0.1 0.2 0.4 0.065
H 1.39377 -1.56065 -0.22067 0.5 0.2 -0.4 0.100
H -0.67846 -1.35526 -2.45497 0.0 -0.1 0.2 0.061
```
Forces are in eV/Å.

---

[8]
A molecular structure, C4H8NO2 in a non-equilibrium geometry. Source: the Open Molecules 2025 dataset; level of theory: ωB97M-V/def2-TZVPD.

Computed properties:
Frontier orbital gap: 7.0706 eV
Charge: -1
Electronic energy: -9862.0134 eV
Energy above the lowest of the compared OMol25 structures with the same formula, charge and spin: 64.0 kcal/mol

Structure (XYZ):
```
15
Properties=species:S:1:pos:R:3:forces:R:3:lowdin_charge:R:1
O -3.19336 0.45851 -0.05453 0.2 -0.2 0.2 -0.061
O 0.22163 -1.38263 1.64894 0.4 0.3 0.9 -0.286
N -0.94771 0.62185 0.46743 -0.1 -0.1 -1.0 0.029
C 0.88544 -1.64630 0.57753 -1.0 1.3 -2.3 -0.414
C 0.35823 1.02280 -0.10407 0.0 0.1 0.7 -0.269
C 1.18807 -0.13716 -0.61407 -0.9 -0.9 2.3 -0.146
C -2.05396 0.88742 -0.22611 -0.8 0.1 0.1 -0.422
H 0.27868 -2.19195 -0.16733 0.5 -0.7 -0.1 0.060
H 0.84727 1.59289 0.68724 0.3 0.0 -0.1 0.096
H 1.95279 -1.91631 0.59600 -0.1 -0.5 0.3 0.053
H 0.92041 -0.29441 -1.65503 0.6 -0.6 -0.1 0.051
H 0.14029 1.71674 -0.91219 -0.1 0.3 -0.1 0.076
H 2.21914 -0.14293 -0.28148 0.3 0.7 -0.9 0.037
H -0.89002 -0.23272 1.05459 0.2 0.0 0.2 0.089
H -1.92689 1.64418 -1.01692 0.4 0.2 -0.2 0.109
```
Forces are in eV/Å.